Here is a structure of composition C31H35ClHfN2Si2 in a non-equilibrium geometry from the OMol25 dataset. Energies are from the ωB97M-V functional and the def2-TZVPD basis.

Geometry (Å):
C (-1.464, 3.648, 2.980)
C (-0.378, 3.387, 2.082)
C (-0.936, 2.963, 0.845)
H (0.674, 3.640, 2.253)
C (-2.354, 2.889, 0.978)
C (-2.691, 3.330, 2.295)
H (-3.698, 3.569, 2.650)
H (-1.395, 4.199, 3.926)
H (-0.394, 2.847, -0.092)
H (-3.053, 2.691, 0.165)
Hf (-1.494, 1.312, 2.500)
Si (-0.099, -0.776, 0.077)
C (1.580, -0.372, 0.815)
C (2.322, -1.368, 1.458)
H (1.840, -2.306, 1.741)
C (3.692, -1.198, 1.659)
H (4.290, -2.010, 2.069)
C (4.305, 0.016, 1.337)
H (5.374, 0.152, 1.506)
C (3.529, 1.064, 0.841)
H (3.986, 2.036, 0.643)
C (2.164, 0.887, 0.605)
H (1.550, 1.722, 0.251)
C (-0.763, 0.311, -1.305)
C (0.127, 0.952, -2.171)
H (1.202, 0.782, -2.084)
C (-0.381, 1.722, -3.215)
H (0.305, 2.161, -3.934)
C (-1.750, 1.942, -3.342)
H (-2.142, 2.565, -4.148)
C (-2.620, 1.369, -2.412)
H (-3.691, 1.540, -2.502)
C (-2.138, 0.539, -1.404)
H (-2.829, 0.048, -0.710)
H (-0.683, 0.533, 0.998)
Si (0.251, -2.406, -1.552)
C (-0.605, -2.333, -3.172)
C (0.181, -2.329, -4.345)
H (1.230, -2.628, -4.287)
C (-0.377, -1.892, -5.546)
H (0.255, -1.821, -6.432)
C (-1.733, -1.544, -5.606)
H (-2.156, -1.174, -6.541)
C (-2.546, -1.687, -4.475)
H (-3.608, -1.437, -4.534)
C (-2.000, -2.126, -3.273)
H (-2.623, -2.247, -2.388)
C (2.087, -2.592, -1.709)
C (2.985, -1.606, -2.163)
H (2.603, -0.647, -2.518)
C (4.355, -1.857, -2.112)
H (5.049, -1.087, -2.442)
C (4.824, -3.089, -1.648)
H (5.893, -3.297, -1.658)
C (3.933, -4.062, -1.185)
H (4.295, -5.019, -0.812)
C (2.561, -3.817, -1.193)
H (1.843, -4.542, -0.797)
H (-0.939, -1.651, 0.863)
Cl (-1.446, -1.148, 3.011)
N (-0.682, 1.472, 4.599)
C (-1.537, 0.620, 5.529)
C (-3.016, 0.787, 5.233)
N (-3.344, 0.960, 3.767)
H (0.305, 1.184, 4.655)
H (-0.643, 2.432, 4.975)
H (-1.208, -0.418, 5.407)
H (-1.316, 0.922, 6.559)
H (-3.549, -0.094, 5.593)
H (-3.426, 1.647, 5.769)
H (-3.783, 0.099, 3.415)
H (-4.101, 1.641, 3.657)

Values from the calculation:
orbital gap: 6.561 eV
energy above the lowest of the compared OMol25 structures with the same formula, charge and spin: 0.000 eV
net charge: +2

Here is a structure of composition C31H35ClN2Si2Y in a non-equilibrium geometry from the OMol25 dataset. Energies are from the ωB97M-V functional and the def2-TZVPD basis.

Geometry (Å):
C (-1.445, -0.326, 4.782)
C (-2.014, 0.051, 3.526)
C (-1.735, -0.993, 2.593)
H (-2.594, 0.950, 3.317)
C (-0.974, -1.998, 3.259)
C (-0.796, -1.591, 4.611)
H (-0.352, -2.187, 5.409)
H (-1.585, 0.198, 5.724)
H (-2.096, -1.063, 1.570)
H (-0.635, -2.935, 2.818)
Y (0.490, 0.024, 3.221)
Si (0.914, 0.383, -0.152)
C (-0.059, 1.971, -0.279)
C (0.462, 3.201, -0.664)
H (1.518, 3.295, -0.902)
C (-0.397, 4.300, -0.862)
H (-0.014, 5.260, -1.223)
C (-1.772, 4.124, -0.630)
H (-2.439, 4.978, -0.731)
C (-2.305, 2.903, -0.187)
H (-3.371, 2.775, 0.034)
C (-1.440, 1.821, -0.029)
H (-1.821, 0.845, 0.251)
C (0.075, -1.348, -0.671)
C (-1.238, -1.349, -1.234)
H (-1.678, -0.427, -1.655)
C (-1.967, -2.539, -1.318)
H (-2.925, -2.543, -1.847)
C (-1.491, -3.707, -0.727)
H (-2.050, -4.631, -0.808)
C (-0.295, -3.679, 0.004)
H (0.035, -4.572, 0.534)
C (0.476, -2.518, 0.043)
H (1.391, -2.479, 0.656)
H (0.193, 0.028, 1.166)
Si (0.742, -0.102, -2.451)
C (1.097, -1.569, -3.492)
C (0.418, -1.605, -4.728)
H (0.166, -0.673, -5.222)
C (-0.021, -2.840, -5.221)
H (-0.638, -2.861, -6.130)
C (0.292, -4.008, -4.530)
H (-0.104, -4.963, -4.878)
C (1.104, -3.984, -3.386)
H (1.349, -4.904, -2.851)
C (1.579, -2.762, -2.913)
H (2.222, -2.717, -2.038)
C (0.285, 1.369, -3.542)
C (-1.078, 1.607, -3.689)
H (-1.797, 0.934, -3.242)
C (-1.538, 2.731, -4.367)
H (-2.621, 2.905, -4.468)
C (-0.623, 3.628, -4.926)
H (-0.987, 4.504, -5.480)
C (0.754, 3.407, -4.768)
H (1.460, 4.134, -5.187)
C (1.208, 2.287, -4.064)
H (2.268, 2.145, -3.898)
H (2.278, 0.612, -0.456)
Cl (2.753, 0.202, 1.819)
N (2.189, -0.877, 4.594)
C (2.276, -0.158, 5.901)
C (2.128, 1.346, 5.702)
N (0.913, 1.669, 4.882)
H (2.070, -1.889, 4.684)
H (3.039, -0.735, 4.034)
H (1.458, -0.548, 6.517)
H (3.243, -0.390, 6.373)
H (2.030, 1.833, 6.677)
H (3.005, 1.757, 5.195)
H (0.064, 1.676, 5.452)
H (0.951, 2.620, 4.495)

Values from the calculation:
orbital gap: 6.090 eV
energy above the lowest of the compared OMol25 structures with the same formula, charge and spin: 1.715 eV
net charge: +1

Here is a structure of composition C31H35F9N4OP2Re in a non-equilibrium geometry from the OMol25 dataset. Energies are from the ωB97M-V functional and the def2-TZVPD basis.

Geometry (Å):
Re (0.850, -2.156, 1.263)
C (-3.447, 3.665, -3.905)
C (-2.116, 3.547, -3.867)
C (-1.159, 4.604, -3.401)
C (-1.674, 5.584, -2.314)
C (-2.277, 4.924, -1.102)
C (-3.554, 4.566, -0.940)
C (-4.662, 4.800, -1.933)
C (-4.271, 4.833, -3.433)
C (-0.031, -2.263, 3.175)
H (-4.055, 2.872, -4.361)
H (-1.638, 2.658, -4.297)
H (-0.814, 5.214, -4.256)
H (-0.266, 4.102, -2.997)
H (-0.781, 6.115, -1.949)
H (-2.324, 6.342, -2.768)
H (-1.560, 4.792, -0.282)
H (-3.890, 4.146, 0.017)
H (-5.186, 5.748, -1.709)
H (-5.405, 3.998, -1.803)
H (-5.224, 4.763, -3.982)
H (-3.838, 5.808, -3.688)
H (-0.807, -2.989, 2.875)
H (-0.531, -1.453, 3.726)
H (0.674, -2.780, 3.850)
P (0.589, -0.026, 1.787)
P (1.053, -1.121, -0.722)
N (-0.985, 0.534, 2.467)
N (1.862, 0.531, 3.009)
N (-0.429, -1.000, -1.759)
N (2.034, -1.764, -2.022)
C (0.786, 1.256, 0.507)
C (1.561, 0.628, -0.653)
C (-2.159, -0.209, 2.563)
C (-3.078, 0.511, 3.317)
C (-2.476, 1.765, 3.632)
C (-1.196, 1.760, 3.079)
C (2.091, -0.030, 4.260)
C (3.251, 0.535, 4.797)
C (3.749, 1.474, 3.844)
C (2.898, 1.417, 2.746)
C (-1.531, -1.843, -1.681)
C (-2.541, -1.335, -2.502)
C (-2.050, -0.126, -3.084)
C (-0.742, 0.036, -2.628)
C (2.105, -1.235, -3.313)
C (3.175, -1.827, -3.980)
C (3.797, -2.732, -3.057)
C (3.089, -2.664, -1.870)
H (1.283, 2.139, 0.920)
H (-0.228, 1.567, 0.209)
H (1.397, 1.167, -1.589)
H (2.652, 0.653, -0.492)
H (-2.207, -1.207, 2.145)
H (-4.063, 0.170, 3.613)
H (-2.907, 2.569, 4.212)
H (-0.417, 2.513, 3.072)
H (1.427, -0.786, 4.654)
H (3.684, 0.308, 5.754)
H (4.610, 2.119, 3.936)
H (2.965, 1.934, 1.798)
H (-1.501, -2.721, -1.053)
H (-3.513, -1.773, -2.672)
H (-2.570, 0.569, -3.728)
H (-0.021, 0.798, -2.881)
H (1.399, -0.494, -3.652)
H (3.467, -1.607, -4.994)
H (4.679, -3.329, -3.243)
H (3.214, -3.172, -0.925)
F (0.192, -6.390, 0.529)
C (1.539, -6.303, 0.620)
F (2.026, -7.509, 1.005)
F (2.001, -6.040, -0.623)
C (1.945, -5.138, 1.584)
O (1.422, -3.973, 1.005)
C (1.428, -5.445, 3.030)
F (1.780, -6.676, 3.484)
F (1.934, -4.530, 3.909)
F (0.073, -5.352, 3.066)
C (3.497, -5.045, 1.658)
F (4.070, -6.117, 2.263)
F (4.017, -4.950, 0.408)
F (3.859, -3.920, 2.324)

Values from the calculation:
multiplicity: 4
⟨S²⟩: 3.90
orbital gap (alpha / beta): 5.864 / 3.551 eV
energy above the lowest of the compared OMol25 structures with the same formula, charge and spin: 0.000 eV
net charge: +2

Here is a cluster of 4 separate species, C31H35N2O9 in total in a non-equilibrium geometry from the OMol25 dataset. Energies are from the ωB97M-V functional and the def2-TZVPD basis.

Geometry (Å):
C (-3.147, -2.563, 1.998)
C (-2.117, -2.787, 0.810)
O (-0.797, -2.619, 1.395)
N (0.094, -2.075, 0.537)
C (0.179, -2.105, -0.816)
N (1.322, -1.391, -1.121)
C (1.968, -0.937, 0.025)
C (3.280, -0.143, 0.222)
C (3.135, 1.435, 0.070)
C (4.186, 1.924, -1.007)
C (3.752, 3.367, -1.505)
C (4.672, 4.540, -0.962)
C (3.863, 5.766, -0.396)
O (3.593, 6.790, -1.387)
C (2.614, 6.343, -2.285)
C (3.110, 6.100, -3.761)
O (1.476, 6.128, -1.979)
C (1.165, -1.391, 1.132)
H (-3.067, -3.339, 2.791)
H (-2.894, -1.542, 2.405)
H (-4.189, -2.469, 1.587)
H (-2.228, -3.851, 0.488)
H (-2.381, -2.034, 0.031)
H (-0.538, -2.602, -1.492)
H (1.695, -1.190, -2.049)
H (4.066, -0.548, -0.487)
H (3.662, -0.344, 1.260)
H (3.426, 1.898, 1.047)
H (2.079, 1.676, -0.204)
H (4.061, 1.237, -1.894)
H (5.239, 1.897, -0.630)
H (2.711, 3.544, -1.111)
H (3.682, 3.459, -2.616)
H (5.338, 4.893, -1.797)
H (5.355, 4.183, -0.143)
H (4.519, 6.268, 0.367)
H (2.945, 5.440, 0.152)
H (3.259, 7.099, -4.239)
H (4.116, 5.612, -3.675)
H (2.444, 5.410, -4.324)
H (1.382, -1.223, 2.202)
C (-8.458, -1.864, 0.835)
C (-7.349, -2.383, 0.314)
C (-6.895, -3.744, 0.675)
O (-5.880, -4.217, 0.200)
C (-7.722, -4.508, 1.636)
C (-8.832, -3.990, 2.159)
C (-9.287, -2.627, 1.798)
O (-10.298, -2.154, 2.271)
H (-8.804, -0.869, 0.583)
H (-6.733, -1.838, -0.392)
H (-7.375, -5.503, 1.887)
H (-9.448, -4.534, 2.863)
C (-4.414, 1.256, 0.577)
C (-3.881, 1.616, 1.743)
C (-4.732, 1.899, 2.922)
O (-4.247, 2.229, 3.983)
C (-6.198, 1.764, 2.754)
C (-6.730, 1.404, 1.587)
C (-5.879, 1.121, 0.409)
O (-6.361, 0.789, -0.656)
H (-3.807, 1.046, -0.296)
H (-2.812, 1.719, 1.884)
H (-6.804, 1.975, 3.626)
H (-7.799, 1.301, 1.447)
C (8.371, -3.571, -0.939)
C (7.915, -2.365, -0.603)
C (6.487, -2.014, -0.761)
O (6.071, -0.910, -0.455)
C (5.583, -3.054, -1.303)
C (6.037, -4.259, -1.639)
C (7.468, -4.612, -1.482)
O (7.881, -5.709, -1.785)
H (9.413, -3.845, -0.831)
H (8.561, -1.593, -0.205)
H (4.540, -2.780, -1.411)
H (5.390, -5.031, -2.038)

Values from the calculation:
orbital gap: 8.214 eV
net charge: +1

Here is a structure of composition C31H36AuGeIN2O4S from the OMol25 dataset. Energies are from the ωB97M-V functional and the def2-TZVPD basis.

Geometry (Å):
Au (-1.688, 0.544, 0.198)
C (4.901, -0.684, 3.901)
C (3.433, -0.404, 3.748)
C (2.483, -1.377, 4.049)
C (1.129, -1.119, 3.920)
C (0.709, 0.127, 3.472)
C (1.637, 1.114, 3.182)
C (2.990, 0.843, 3.321)
S (-1.010, 0.458, 3.180)
O (-1.757, 0.122, 4.358)
O (-1.078, 1.802, 2.676)
N (-1.372, -0.538, 1.922)
C (-1.916, -1.831, 2.097)
C (-2.013, -2.479, 3.309)
C (-2.566, -3.769, 3.432)
C (-3.034, -4.448, 2.351)
C (-2.940, -3.841, 1.080)
C (-3.396, -4.494, -0.087)
C (-3.277, -3.891, -1.303)
C (-2.679, -2.617, -1.349)
N (-2.245, -1.989, -0.290)
C (-2.372, -2.553, 0.936)
H (5.098, -1.754, 3.934)
H (5.283, -0.246, 4.824)
H (5.471, -0.256, 3.076)
H (2.810, -2.352, 4.387)
H (0.411, -1.892, 4.151)
H (1.291, 2.081, 2.845)
H (3.714, 1.615, 3.088)
H (-1.712, -1.979, 4.212)
H (-2.625, -4.208, 4.419)
H (-3.473, -5.433, 2.443)
H (-3.839, -5.478, 0.006)
H (-3.619, -4.365, -2.212)
H (-2.549, -2.107, -2.298)
I (-6.426, 6.192, -4.648)
C (-4.962, 5.070, -3.672)
C (-3.690, 5.600, -3.513)
C (-2.725, 4.854, -2.856)
C (-3.025, 3.587, -2.369)
C (-4.302, 3.069, -2.541)
C (-5.278, 3.809, -3.189)
C (-1.953, 2.824, -1.645)
O (-0.901, 3.351, -1.339)
O (-2.269, 1.574, -1.418)
H (-3.455, 6.583, -3.895)
H (-1.729, 5.246, -2.707)
H (-4.527, 2.080, -2.166)
H (-6.272, 3.408, -3.319)
C (1.541, 1.966, -3.592)
C (2.488, 2.666, -2.627)
C (2.829, 1.864, -1.374)
C (1.636, 1.670, -0.422)
Ge (0.561, 0.081, -0.731)
C (1.204, -1.517, 0.192)
C (2.722, -1.754, 0.089)
C (3.122, -2.681, -1.057)
C (2.873, -2.092, -2.439)
H (1.461, 2.521, -4.526)
H (0.536, 1.890, -3.176)
H (1.890, 0.958, -3.832)
H (2.040, 3.615, -2.319)
H (3.421, 2.912, -3.141)
H (3.606, 2.404, -0.826)
H (3.277, 0.906, -1.660)
H (0.974, 2.531, -0.462)
H (1.974, 1.560, 0.611)
H (0.096, -0.217, -2.162)
H (0.645, -2.372, -0.194)
H (0.915, -1.401, 1.235)
H (3.063, -2.187, 1.033)
H (3.262, -0.805, -0.008)
H (2.569, -3.619, -0.957)
H (4.180, -2.934, -0.956)
H (1.818, -1.855, -2.593)
H (3.164, -2.786, -3.226)
H (3.446, -1.173, -2.582)

Values from the calculation:
orbital gap: 7.348 eV
energy above the lowest of the compared OMol25 structures with the same formula, charge and spin: 1.025 eV

Here is a structure of composition C31H36Cl39N3O in a non-equilibrium geometry from the OMol25 dataset. Energies are from the ωB97M-V functional and the def2-TZVPD basis.

Geometry (Å):
C (0.794, 1.381, 3.872)
C (-0.055, 0.645, 2.681)
C (0.152, -0.973, 2.560)
C (-1.261, -1.562, 1.886)
N (-2.349, -2.020, 1.352)
C (1.321, -1.255, 1.444)
C (1.532, -2.849, 1.076)
C (3.099, -3.281, 0.818)
C (3.434, -4.460, -0.319)
C (4.985, -4.973, -0.622)
C (6.245, -4.334, 0.215)
C (5.984, -3.149, 1.324)
C (4.412, -2.647, 1.587)
C (0.332, -1.772, 3.978)
C (-0.798, -1.340, 5.134)
N (-1.576, -0.748, 5.981)
C (1.844, -1.761, 4.607)
C (2.225, -3.197, 5.338)
O (2.901, -4.095, 4.575)
N (1.867, -3.572, 6.765)
C (2.183, -2.472, 7.754)
C (0.433, -4.049, 6.870)
H (0.160, 1.266, 4.865)
H (1.884, 0.983, 4.025)
H (0.848, 2.557, 3.674)
H (-1.177, 0.972, 2.785)
H (0.343, 1.109, 1.655)
H (0.944, -0.741, 0.435)
H (2.317, -0.695, 1.728)
H (0.949, -3.107, 0.068)
H (1.110, -3.572, 1.896)
H (2.586, -4.966, -0.947)
H (5.243, -5.803, -1.421)
H (7.371, -4.677, 0.061)
H (6.845, -2.628, 1.957)
H (4.285, -1.791, 2.376)
H (0.082, -2.917, 3.746)
H (1.907, -0.921, 5.451)
H (2.702, -1.516, 3.850)
H (1.391, -1.578, 7.739)
H (3.297, -2.071, 7.687)
H (2.085, -2.947, 8.835)
H (0.065, -4.609, 5.894)
H (0.410, -4.855, 7.744)
H (-0.334, -3.215, 7.169)
C (-0.192, 5.841, 2.727)
Cl (-1.211, 4.569, 3.422)
Cl (1.475, 5.269, 2.539)
Cl (-0.844, 6.379, 1.170)
H (-0.189, 6.692, 3.412)
C (6.550, -3.919, -3.969)
Cl (5.485, -4.435, -5.287)
Cl (7.323, -2.374, -4.362)
Cl (5.644, -3.792, -2.451)
H (7.331, -4.672, -3.842)
C (-2.079, 9.478, -0.976)
Cl (-0.756, 10.222, -1.890)
Cl (-3.001, 10.713, -0.101)
Cl (-3.141, 8.559, -2.056)
H (-1.649, 8.788, -0.247)
C (-5.343, 8.975, 2.701)
Cl (-6.362, 7.703, 3.395)
Cl (-3.676, 8.404, 2.513)
Cl (-5.995, 9.513, 1.143)
H (-5.340, 9.826, 3.386)
C (3.137, -8.447, -2.068)
Cl (3.514, -6.868, -1.359)
Cl (1.573, -9.036, -1.479)
Cl (3.139, -8.350, -3.837)
H (3.910, -9.156, -1.761)
C (2.761, -9.113, -7.645)
Cl (3.138, -7.534, -6.936)
Cl (1.197, -9.702, -7.056)
Cl (2.763, -9.016, -9.414)
H (3.534, -9.822, -7.338)
C (6.991, -8.892, -0.552)
Cl (5.995, -10.041, -1.462)
Cl (7.433, -7.510, -1.569)
Cl (6.139, -8.347, 0.903)
H (7.908, -9.400, -0.244)
C (-2.862, -8.238, -7.773)
Cl (-3.751, -7.301, -6.561)
Cl (-1.449, -7.335, -8.344)
Cl (-2.373, -9.807, -7.111)
H (-3.525, -8.416, -8.625)
C (-5.493, 13.146, 1.939)
Cl (-4.708, 12.249, 3.249)
Cl (-7.047, 13.804, 2.480)
Cl (-4.438, 14.443, 1.353)
H (-5.681, 12.455, 1.113)
C (-7.777, 9.356, -2.548)
Cl (-8.248, 11.027, -2.197)
Cl (-8.067, 8.973, -4.254)
Cl (-6.076, 9.087, -2.130)
H (-8.391, 8.689, -1.937)
C (-10.259, 9.183, 4.175)
Cl (-11.159, 9.487, 5.671)
Cl (-11.373, 8.931, 2.820)
Cl (-9.154, 10.524, 3.830)
H (-9.667, 8.274, 4.307)
C (8.529, -5.948, -8.146)
Cl (8.911, -5.778, -6.424)
Cl (6.865, -6.516, -8.361)
Cl (8.776, -4.411, -8.992)
H (9.205, -6.691, -8.577)
C (-10.158, 7.720, -7.593)
Cl (-10.574, 9.292, -8.295)
Cl (-11.575, 6.656, -7.567)
Cl (-8.832, 6.967, -8.494)
H (-9.828, 7.879, -6.563)

Values from the calculation:
orbital gap: 8.004 eV